[1]
21
Properties=species:S:1:pos:R:3:forces:R:3:lowdin_charge:R:1 method="wB97M-V/def2-TZVPD" homo_ev="-0.22 / -3.59" multiplicity=4 e_tot_ha=-662.546812 total_charge=-1 orbital_gap_ev="3.47 / 6.76" largest_force_ha_per_bohr=0.056
Pd 28.133 14.485 -1.123 0.5131 -2.6258 1.1106 0.818
O 28.851 13.333 0.684 -1.3042 -0.1038 -1.3354 -0.418
C 28.762 11.968 0.295 1.1642 1.4487 -1.0706 -0.407
C 27.831 11.545 -0.896 -1.4269 1.3508 0.4218 -0.412
O 27.747 12.348 -2.073 1.6912 1.0316 1.1553 -0.403
H 28.732 11.368 1.205 -0.9220 -0.5600 0.1016 0.077
H 29.734 11.686 -0.111 0.8652 -0.1539 -0.2816 0.060
H 26.783 11.591 -0.597 -0.3729 -0.7207 0.9743 0.066
H 28.119 10.514 -1.101 0.0029 -0.3875 -0.3193 0.075
O 28.459 16.461 0.115 -0.0612 0.2161 0.0901 -0.141
H 28.773 17.309 -0.201 0.1119 0.3464 -0.4787 0.018
H 28.358 16.580 1.059 -0.0553 -0.3313 0.4132 0.041
O 26.028 14.888 -0.836 -1.0634 -0.1244 0.1750 -0.159
H 25.402 15.375 -0.299 0.1081 0.3046 0.4410 0.048
H 25.517 14.586 -1.586 -0.0087 -0.3006 -0.4977 0.042
O 30.190 14.721 -1.676 1.2606 0.1272 -0.1002 -0.138
H 30.473 15.318 -2.369 -0.3042 0.3959 -0.3949 0.036
H 30.890 14.070 -1.619 -0.0451 -0.5404 0.3099 0.062
O 27.781 15.629 -2.951 0.1943 0.1380 -0.3897 -0.271
H 27.355 16.484 -2.902 -0.4089 0.9126 0.2423 -0.021
H 27.798 15.422 -3.886 0.0611 -0.4235 -0.5671 0.026

[2]
137
Properties=species:S:1:pos:R:3:forces:R:3:lowdin_charge:R:1 method="wB97M-V/def2-TZVPD" homo_ev=-9.41 e_tot_ha=-2998.034133 total_charge=0 orbital_gap_ev=9.41 relative_energy_kcal_mol=19.4 largest_force_ha_per_bohr=0.044
C 6.485 -1.370 -0.036 -1.1808 -0.4020 0.3162 -0.241
C 5.476 -0.242 0.132 0.0367 1.1003 -0.3307 -0.214
O 4.234 -0.706 0.642 0.0778 -0.4598 0.1113 -0.095
O 7.778 -0.890 0.258 0.1530 0.0248 -0.0717 -0.049
H 6.383 -1.811 -1.031 0.3636 0.1153 -0.1482 0.115
H 6.164 -2.153 0.662 0.2352 0.0098 0.1281 0.120
H 5.281 0.277 -0.816 0.1440 -0.1728 -0.1448 0.111
H 5.909 0.525 0.783 0.0428 -0.2270 0.2163 0.126
H 3.732 0.039 1.017 0.2611 -0.1027 -0.1570 0.045
H 8.322 -1.640 0.512 0.0743 0.0326 -0.0830 0.088
C -1.471 -1.679 -4.790 -1.0032 0.1373 0.0158 -0.211
C -1.049 -0.330 -4.267 1.1486 0.0179 -0.4809 -0.216
O -1.607 -0.031 -2.993 0.2624 0.0412 -0.0373 -0.079
O -0.825 -2.780 -4.147 0.1810 0.3256 0.1711 -0.061
H -1.284 -1.733 -5.866 0.0173 0.1221 0.0108 0.127
H -2.550 -1.751 -4.605 -0.0049 -0.1268 -0.2977 0.123
H -1.287 0.468 -4.973 -0.4168 -0.2233 -0.1282 0.121
H 0.054 -0.321 -4.276 -0.0072 0.0320 0.5222 0.125
H -1.759 0.934 -2.978 -0.0361 -0.3822 -0.1195 0.072
H -1.364 -3.554 -4.336 0.0909 -0.0936 0.0796 0.106
C 2.981 3.627 2.777 0.2916 -0.3550 0.0123 -0.239
C 2.359 2.660 1.783 -1.0099 0.8567 -0.1141 -0.236
O 2.828 1.335 1.845 0.3027 -0.0678 0.3524 -0.085
O 2.476 4.905 2.441 -0.1646 0.1228 0.0295 -0.058
H 4.072 3.618 2.708 0.0757 -0.1552 -0.1226 0.124
H 2.713 3.331 3.794 -0.0856 0.0024 0.0771 0.108
H 2.448 3.093 0.783 0.5684 -0.3766 -0.1231 0.130
H 1.274 2.667 1.934 -0.0542 0.0194 0.2600 0.108
H 2.351 0.891 2.560 0.1413 0.1006 0.1072 0.105
H 2.830 5.547 3.061 -0.0376 0.0200 -0.0152 0.091
C 2.763 -3.713 1.295 -1.1250 0.4803 -0.3172 -0.253
C 2.226 -5.130 1.171 0.3720 -0.4319 -0.8135 -0.239
O 0.965 -5.311 1.826 0.4050 0.2845 -0.0076 -0.081
O 3.740 -3.508 0.306 0.6091 -0.6203 0.0106 -0.072
H 3.084 -3.432 2.303 0.0802 -0.1430 -0.0251 0.128
H 1.900 -3.090 0.999 -0.0012 0.1127 0.6022 0.094
H 2.923 -5.921 1.468 0.1681 0.2879 0.3025 0.121
H 2.102 -5.261 0.087 -0.0761 -0.0291 0.0153 0.115
H 0.642 -6.154 1.496 -0.1737 -0.0150 0.1865 0.087
H 4.021 -2.581 0.322 -0.3090 0.0884 0.1863 0.034
C -0.686 -3.779 -0.600 1.1038 0.2566 0.9186 -0.203
C -1.755 -3.890 0.457 -0.7113 -0.1297 -0.6598 -0.230
O -3.061 -3.903 -0.121 0.3368 0.1725 -0.0377 -0.065
O -0.842 -2.550 -1.310 -0.0378 -0.6833 -0.2154 -0.096
H -0.638 -4.660 -1.246 -0.4720 0.1620 -0.2508 0.136
H 0.289 -3.759 -0.087 -0.2247 -0.0161 -0.0587 0.092
H -1.701 -3.051 1.163 0.3298 -0.1703 0.1152 0.102
H -1.605 -4.842 0.967 -0.1147 0.1936 0.2506 0.116
H -3.096 -3.149 -0.740 -0.1791 -0.1844 -0.0401 0.049
H -0.534 -2.730 -2.214 -0.3285 0.4416 -0.1192 0.062
C -3.410 3.024 0.451 0.9790 -0.6098 -0.9528 -0.245
C -2.179 3.904 0.249 -0.3822 -0.1471 -0.0247 -0.172
O -1.655 3.803 -1.110 -0.1038 0.0383 0.4510 -0.097
O -4.549 3.455 -0.246 -0.3022 0.1900 0.4271 -0.059
H -3.598 2.877 1.513 -0.2931 0.4425 0.1163 0.121
H -3.131 2.023 0.084 0.1499 -0.0551 0.0479 0.102
H -1.409 3.597 0.959 0.0655 0.0873 -0.0469 0.112
H -2.435 4.956 0.391 -0.0338 -0.0676 0.3636 0.128
H -1.544 4.718 -1.376 0.1205 -0.0529 -0.2229 0.082
H -4.289 3.811 -1.109 0.0530 0.0708 0.0695 0.030
C -3.485 -0.433 4.549 -0.1180 0.0948 -0.1222 -0.196
C -3.117 -0.401 3.088 0.1725 0.1740 -0.3742 -0.222
O -1.882 0.286 2.952 0.0673 0.3683 -0.3198 -0.116
O -3.899 0.876 4.964 -0.1320 -0.1036 -0.0267 -0.070
H -2.611 -0.726 5.136 -0.2064 -0.0633 -0.1099 0.092
H -4.306 -1.136 4.701 0.0429 -0.0959 0.0350 0.129
H -3.891 0.086 2.484 -0.1341 0.2168 0.2675 0.124
H -3.043 -1.405 2.656 0.1101 -0.2164 0.3887 0.121
H -1.579 0.155 2.023 -0.2617 -0.0220 0.3502 0.041
H -4.286 0.800 5.842 0.0150 0.0795 -0.0305 0.106
C -2.662 3.600 -4.417 -0.0681 0.4025 0.4052 -0.206
C -4.050 3.651 -3.796 -0.1696 0.7449 0.0686 -0.179
O -4.100 4.606 -2.716 0.1565 -0.3312 -0.2562 -0.092
O -1.806 2.683 -3.752 0.2218 -0.1998 -0.1092 -0.088
H -2.202 4.596 -4.344 -0.1739 0.0426 -0.1373 0.124
H -2.731 3.385 -5.484 0.1953 -0.4858 0.1165 0.125
H -4.314 2.678 -3.387 -0.0208 0.0170 0.0709 0.112
H -4.828 3.965 -4.501 0.2067 -0.2895 -0.2682 0.125
H -3.798 5.442 -3.085 -0.1406 0.0917 0.1805 0.099
H -1.533 3.053 -2.892 -0.3400 0.0545 -0.0750 0.063
C 0.420 -0.121 0.623 0.3654 0.1437 0.0688 -0.198
C 1.143 0.372 -0.619 -0.0470 0.2764 -0.1475 -0.192
O 1.409 -0.654 -1.582 -0.8610 0.3420 0.1466 -0.075
O -0.972 -0.363 0.491 0.0961 -0.0048 -0.4026 -0.075
H 0.532 0.671 1.371 -0.1530 -0.1860 0.0414 0.101
H 0.910 -1.032 0.987 0.1436 0.1326 0.0247 0.121
H 2.097 0.806 -0.307 -0.0834 -0.3068 -0.0908 0.093
H 0.577 1.176 -1.113 -0.1175 -0.0439 0.2299 0.133
H 0.529 -0.801 -1.978 0.4792 -0.3270 0.0188 0.070
H -1.070 -1.182 -0.028 -0.1327 0.1479 -0.2278 0.065
C -5.461 0.044 -2.390 -0.8826 -0.6778 1.7149 -0.229
C -4.477 -0.673 -1.463 1.7087 1.1034 -0.9435 -0.219
O -3.745 -1.689 -2.144 -0.2838 -0.5155 0.1089 -0.094
O -6.634 -0.737 -2.628 0.2705 0.0258 -0.6771 -0.066
H -4.967 0.248 -3.337 -0.1647 0.0220 -0.0895 0.114
H -5.788 0.961 -1.875 0.3901 0.1852 -0.3439 0.116
H -4.864 -1.037 -0.511 -0.4269 -0.2821 -0.2963 0.125
H -3.720 0.084 -1.188 -0.2910 0.0925 0.2109 0.102
H -3.003 -1.262 -2.618 -0.3126 0.0008 0.5854 0.038
H -7.047 -0.924 -1.782 0.0208 0.0128 0.0833 0.081
C 0.119 2.894 4.956 -0.4922 -0.1858 -1.2154 -0.231
C -1.235 2.935 5.664 0.4217 0.7589 0.4230 -0.251
O -2.367 3.182 4.853 -0.0145 -1.0455 -0.0206 -0.078
O 0.510 1.577 4.565 0.2000 -0.5507 0.0557 -0.098
H 0.885 3.336 5.594 0.1197 -0.4394 0.1263 0.114
H 0.123 3.470 4.020 -0.3889 0.4701 0.3326 0.111
H -1.169 3.755 6.389 -0.1048 0.0145 0.0163 0.112
H -1.302 2.015 6.254 -0.2291 -0.0932 -0.0980 0.123
H -2.904 2.351 4.831 0.4355 0.7116 -0.1750 0.044
H -0.223 1.142 4.091 0.0173 0.3510 0.1922 0.055
C -0.049 -2.157 3.725 0.4684 0.4570 -1.0547 -0.077
C -0.351 -2.008 5.200 -0.1335 0.1742 -1.0734 -0.320
O 0.439 -2.862 5.986 0.1444 0.2521 0.8049 -0.054
H 0.970 -1.842 3.465 0.1863 -0.1587 0.4879 0.076
H -0.637 -1.460 3.115 -0.2372 -0.4797 0.3155 0.043
H -0.134 -3.170 3.322 -0.2749 -0.0626 0.2120 0.071
H -1.435 -2.116 5.352 0.2487 -0.5587 0.2609 0.092
H -0.141 -0.966 5.457 0.2708 -0.1491 0.3986 0.106
H 0.471 -3.754 5.632 -0.2146 0.0317 -0.2920 0.083
C 2.865 -2.865 -3.549 -1.3416 -0.1430 0.6970 -0.090
C 4.217 -2.570 -2.947 -0.2413 -0.1052 -1.0855 -0.316
O 5.053 -1.996 -3.947 0.6821 -0.0337 0.1021 -0.086
H 2.392 -1.973 -3.962 0.1809 0.0368 -0.1214 0.057
H 2.182 -3.215 -2.761 0.0891 0.0822 0.0804 0.065
H 2.832 -3.661 -4.293 0.5078 0.1439 -0.1722 0.077
H 4.651 -3.534 -2.677 0.3195 0.2574 0.3295 0.115
H 4.130 -1.899 -2.090 -0.0342 -0.1803 0.1290 0.088
H 4.848 -1.058 -4.030 -0.3418 -0.0478 0.1154 0.059
C 2.818 2.826 -3.812 0.9511 0.4732 1.0386 -0.079
C 3.579 1.760 -3.038 -0.5853 -0.9771 -0.4230 -0.301
O 3.090 0.461 -3.421 0.0612 0.1678 0.4602 -0.116
H 1.834 2.945 -3.363 -0.3164 -0.2040 -0.3901 0.060
H 2.807 2.594 -4.871 -0.1988 0.0800 -0.0703 0.076
H 3.331 3.778 -3.615 -0.0881 0.0081 -0.3993 0.075
H 3.445 1.922 -1.963 0.1212 -0.0330 0.0160 0.096
H 4.649 1.722 -3.250 -0.0135 0.4240 -0.0529 0.110
H 2.471 0.113 -2.740 0.3119 0.0430 -0.3261 0.030

[3]
15
Properties=species:S:1:pos:R:3:forces:R:3:lowdin_charge:R:1 method="wB97M-V/def2-TZVPD" homo_ev=-10.24 e_tot_ha=-1363.691487 total_charge=0 orbital_gap_ev=8.92 relative_energy_kcal_mol=18.5 largest_force_ha_per_bohr=0.042
C 1.233 1.092 0.672 1.0606 1.2706 1.3869 -0.099
C 1.032 0.313 -0.381 0.1788 -1.5451 -0.0776 -0.096
C -5.686 -2.233 -1.152 -0.5345 -0.6546 1.0607 -1.011
O -2.886 -1.829 -4.967 -0.4210 -0.1312 -0.3251 -0.416
O -3.434 -3.304 -3.129 -0.3078 -0.1718 -0.4710 -0.467
F -5.998 -2.176 -2.457 0.0375 -0.2150 0.1944 0.059
F -6.797 -1.922 -0.455 -0.4994 -0.1717 -0.4400 0.056
F -4.832 -1.287 -0.884 1.2956 1.0607 -0.2493 0.114
S -5.148 -3.838 -0.479 1.6331 -0.1399 -0.2185 0.822
S -3.774 -2.822 -4.440 0.9139 0.3004 0.6672 0.899
H 2.069 0.872 1.368 -0.4270 -0.5017 -0.6673 0.046
H -3.720 -3.689 -0.539 -2.1133 0.1255 -0.2157 -0.056
H 0.853 2.077 1.082 -0.5139 -1.2550 -1.4770 0.063
H 0.319 0.236 -1.188 -0.6476 1.3284 0.1726 0.036
H 1.594 -0.631 -0.511 0.3451 0.7003 0.6595 0.050